## 1
Computed, not measured: a 2-piece molecular cluster, CH4FNO overall, with ωB97M-V/def2-TZVPD.

Each line ends with the Mulliken charge.
Positions of all 8 atoms, in Å:
H: 0.00584 1.03910 -1.34457  0.30
H: -0.94809 -1.15467 -0.62402  0.31
H: -1.49855 -0.13806 0.77736  0.38
C: -0.82450 -0.26841 -0.00441  -0.54
O: 1.79353 0.67136 -0.01315  -0.25
N: -0.27471 0.90869 -0.39824  -0.35
H: -0.00243 -0.57629 0.89786  0.30
F: 1.74892 -0.48172 0.70918  -0.14

Its orbital gap (alpha / beta) is 8.874 / 8.892 eV. As for the spin multiplicity: 1.

## 2
Computed, not measured: one molecule with the formula CH4FNO, with ωB97M-V/def2-TZVPD.

Each line ends with the Mulliken charge.
Positions of all 8 atoms, in Å:
H: 1.23169 -0.66770 0.04386  0.23
O: -0.52425 0.15681 -0.79603  -0.17
C: 0.54881 0.21380 0.14103  -0.36
N: -1.44428 -0.69838 -0.27690  -0.13
H: 0.98515 1.11110 -0.28793  0.23
F: -1.27509 -2.12621 -0.80956  -0.27
H: -2.35020 -0.33862 -0.54656  0.26
H: 0.16505 0.50341 1.20046  0.22

Its orbital gap is 11.296 eV. As for the structure (SMILES): CONF. As for the spin multiplicity: 1.

Verdict on stability: 1 comes out at the bottom.

## 1
Computed, not measured: a 7-piece molecular cluster, H14O7 overall, with ωB97M-V/def2-TZVPD.

Each line ends with the Mulliken charge.
Positions of all 21 atoms, in Å:
O: -7.68054 -6.64627 -4.67500  -0.70
O: -8.14629 -4.67844 -1.86187  -0.61
H: -8.19999 -7.14763 -8.05984  0.38
O: -5.88407 -5.03988 -7.44342  -0.75
H: -8.16604 -5.36494 -9.79104  0.34
H: -8.79900 -4.82059 -1.14901  0.30
H: -8.19543 -8.62595 -7.52368  0.32
H: -6.98519 -2.91127 -5.99919  0.40
H: -7.42979 -5.06697 -8.47367  0.43
O: -6.47624 -4.04391 -4.50006  -0.68
O: -6.83980 -2.62989 -6.93084  -0.72
H: -8.46909 -7.02032 -5.06541  0.32
H: -5.03097 -5.27462 -6.98668  0.32
H: -7.23518 -6.67732 -5.57228  0.34
H: -7.04713 -4.85794 -4.31191  0.40
H: -8.11015 -5.43941 -2.39043  0.30
O: -8.49215 -7.72419 -7.31156  -0.66
O: -8.27050 -5.42519 -8.82255  -0.71
H: -6.43264 -3.63469 -3.61631  0.31
H: -6.16586 -4.25213 -6.99303  0.35
H: -7.73490 -2.37253 -7.27305  0.34

Its orbital gap is 11.906 eV. As for the structure (SMILES): O.O.O.O.O.O.O. As for the spin multiplicity: 1.

## 2
Computed, not measured: H14O7 as an isolated structure, with ωB97M-V/def2-TZVPD.

Each line ends with the Mulliken charge.
Positions of all 21 atoms, in Å:
H: -8.43182 -10.82416 -10.40357  0.34
H: -5.99704 -7.64031 -14.00495  0.25
H: -9.76241 -11.36700 -10.87978  0.28
O: -6.40729 -7.22840 -10.99457  -0.74
O: -7.04133 -11.71282 -11.62911  -0.60
H: -3.90340 -8.67619 -11.49769  0.28
H: -7.84350 -11.66590 -12.14926  0.29
H: -6.00359 -7.06156 -11.84628  0.39
H: -6.68077 -10.64200 -11.16094  0.60
O: -8.98600 -11.60400 -10.37257  -0.61
H: -6.84890 -10.21366 -9.90872  0.59
O: -4.63419 -8.81676 -12.09969  -0.57
O: -6.09632 -7.71167 -13.05559  -0.76
H: -7.78337 -9.67707 -8.84536  0.28
H: -6.51882 -12.39264 -12.05461  0.29
O: -7.32166 -10.47034 -9.11699  -0.83
H: -5.33803 -8.22275 -12.77273  0.38
H: -4.21955 -9.05251 -12.92959  0.35
O: -6.20403 -9.86271 -10.87519  -0.83
H: -5.52588 -9.73926 -11.53935  0.27
H: -6.83938 -8.07651 -11.09582  0.35

Its orbital gap is 8.824 eV. As for the spin multiplicity: 1.

## 3
Computed, not measured: a 7-piece molecular cluster, H14O7 overall, with ωB97M-V/def2-TZVPD.

Each line ends with the Mulliken charge.
Positions of all 21 atoms, in Å:
O: 0.52740 2.03737 0.69231  -0.62
O: 3.37460 1.37542 0.54379  -0.64
O: 1.22443 0.65365 -2.07059  -0.59
H: -0.17898 1.98335 1.34958  0.32
O: -2.41009 0.00261 -1.85039  -0.58
H: -3.19400 -0.86151 0.15784  0.32
H: -0.11642 0.06954 0.89932  0.26
O: -3.01226 -1.64155 0.70212  -0.66
H: -2.01840 0.55560 -2.53768  0.29
H: 2.40731 1.39608 0.49961  0.35
O: -0.16417 -0.83696 0.56489  -0.64
H: 0.36732 0.73046 -1.63664  0.29
H: 1.24464 -1.73619 1.37995  0.41
H: 1.66423 1.49388 -1.89727  0.30
H: 2.41397 -2.73765 1.42916  0.32
H: 3.57755 0.53457 0.97017  0.34
H: -3.62715 -2.31129 0.38335  0.31
O: 1.91532 -2.12505 1.97896  -0.65
H: -3.20129 -0.36430 -2.26287  0.29
H: -1.11530 -1.04885 0.52190  0.32
H: 0.32131 2.83081 0.18249  0.26

Its orbital gap is 10.356 eV. As for the structure (SMILES): O.O.O.O.O.O.O. As for the spin multiplicity: 1.

## 4
Computed, not measured: H14O7 as an isolated structure, with ωB97M-V/def2-TZVPD.

Each line ends with the Mulliken charge.
Positions of all 21 atoms, in Å:
H: -11.93038 -21.03708 15.10210  0.41
O: -15.43571 -21.31493 15.80867  -0.80
H: -14.66192 -21.18303 16.35648  1.09
H: -16.57779 -21.09384 17.21568  0.31
H: -11.39239 -20.13810 16.67408  0.21
H: -15.34170 -20.67554 15.10257  0.16
H: -11.44499 -21.05381 17.65483  0.40
O: -11.46160 -20.27722 15.72958  -0.65
H: -14.28297 -18.49045 17.10077  0.35
O: -11.98979 -21.93050 14.76370  -0.75
H: -14.20496 -19.34204 15.85153  0.25
H: -15.27294 -21.84928 17.35208  0.28
H: -11.18328 -19.44666 15.34364  0.24
H: -10.66798 -20.02241 18.44500  0.33
H: -13.78005 -20.14955 16.51478  0.14
O: -13.73083 -21.07546 16.75250  -0.42
O: -16.17413 -21.83079 17.67418  -0.69
H: -12.80840 -21.30396 16.63785  0.02
O: -13.66118 -18.85626 16.47166  -0.64
O: -11.36011 -20.10996 17.78962  -0.49
H: -11.41038 -21.93758 14.00183  0.24

Its orbital gap is 8.589 eV. As for the spin multiplicity: 1.

Verdict on stability: 4 comes out at the bottom.

## 1
Computed, not measured: H14O7 as an isolated structure, with ωB97M-V/def2-TZVPD.

Each line ends with the Mulliken charge.
Positions of all 21 atoms, in Å:
H: 1.19958 -1.47132 0.54121  0.41
O: 3.16949 0.90328 -0.26235  -0.76
H: 1.63838 1.13736 -0.91705  0.36
H: -0.97006 -1.20815 1.48782  0.43
O: 0.70722 0.85284 -1.00801  -0.65
H: -1.88527 1.59985 0.34372  0.22
H: 3.81665 1.22676 0.37825  0.29
H: -2.45352 -0.84231 1.54195  0.31
O: 0.25618 -1.45000 0.24338  -0.68
H: 0.24195 -0.52835 -0.09131  0.44
H: 2.98733 -0.25837 0.21613  0.46
H: -1.75435 3.10832 0.65555  0.29
O: -1.35678 2.39174 0.14145  -0.60
H: -2.71662 -1.18389 -2.49097  0.29
O: -1.76846 -1.26702 2.07176  -0.55
O: 2.93087 -1.33693 0.51700  -0.71
H: -2.41447 -0.28028 -1.32969  0.27
H: -0.06791 1.38693 -0.83894  0.40
H: 3.55659 -2.03278 0.32142  0.26
O: -2.19882 -1.16483 -1.67589  -0.48
H: -2.91800 0.41713 0.15458  0.00

Its orbital gap is 2.682 eV. As for the spin multiplicity: 1.

## 2
Computed, not measured: a 7-piece molecular cluster, H14O7 overall, with ωB97M-V/def2-TZVPD.

Each line ends with the Mulliken charge.
Positions of all 21 atoms, in Å:
O: 0.54619 -0.42343 1.71276  -0.67
O: -0.56081 -3.20343 0.04776  -0.62
H: -0.09481 -0.12143 -1.20224  0.40
O: 1.11519 -1.01843 -2.22124  -0.59
H: -0.15881 0.14357 0.23876  0.42
H: -0.68681 2.31757 -0.35824  0.35
O: -0.64981 2.87557 0.44076  -0.69
H: 1.16619 2.77857 0.57876  0.39
H: 1.66019 -0.74343 -2.91224  0.26
H: -1.54981 2.89057 0.81876  0.30
O: -2.52481 -1.36143 0.82276  -0.65
O: -0.61281 0.36157 -0.54224  -0.70
H: 1.98119 3.74357 -0.24724  0.31
H: 0.86919 -1.86543 -2.49924  0.29
H: 1.48719 -0.36443 1.57076  0.32
H: -0.35381 -4.05543 0.42876  0.30
H: -2.38181 -0.52643 0.27576  0.35
H: 0.28619 -2.89043 -0.12924  0.27
H: -1.89081 -1.96543 0.52776  0.36
H: 0.28519 0.37057 2.19576  0.28
O: 2.06819 3.05757 0.45276  -0.66

Its orbital gap is 10.132 eV. As for the structure (SMILES): O.O.O.O.O.O.O. As for the spin multiplicity: 1.

## 3
Computed, not measured: a 7-piece molecular cluster, H14O7 overall, with ωB97M-V/def2-TZVPD.

Each line ends with the Mulliken charge.
Positions of all 21 atoms, in Å:
H: 0.37000 3.80148 2.37962  0.30
H: -0.76500 -0.38852 0.82762  0.37
H: 0.96400 0.98548 1.80062  0.49
O: -0.38300 0.46248 0.94062  -0.65
H: 1.36300 -0.00452 -1.10738  0.32
O: -1.51800 -1.91152 0.05662  -0.75
O: -1.88700 -0.44452 -2.68938  -0.61
H: -0.00200 -2.91052 0.53162  0.41
H: -0.16700 0.65148 0.04262  0.32
H: -2.52400 -0.22052 -2.03438  0.31
H: -2.49100 -1.90152 0.06062  0.28
H: 1.25400 1.01948 -2.27938  0.29
H: 2.35000 1.21048 1.46362  0.25
H: 1.04600 3.04048 1.48962  0.36
H: 1.06700 -3.38952 -0.48738  0.29
H: -1.15400 0.08348 -2.48338  0.31
O: 1.78000 1.40148 2.11962  -0.70
O: 0.73100 -3.48552 0.42362  -0.65
O: 0.72500 0.44148 -1.67238  -0.67
H: -1.29500 -2.28052 -0.84238  0.36
O: 0.53600 3.83948 1.45962  -0.64

Its orbital gap is 10.443 eV. As for the structure (SMILES): O.O.O.O.O.O.O. As for the spin multiplicity: 1.

## 4
Computed, not measured: a 7-piece molecular cluster, H14O7 overall, with ωB97M-V/def2-TZVPD.

Each line ends with the Mulliken charge.
Positions of all 21 atoms, in Å:
H: -1.54998 -0.32603 -1.45307  0.46
H: 0.37193 2.09835 -0.35789  0.45
H: -1.13287 1.79443 -0.78880  0.46
H: -0.48114 -1.60545 -0.29205  0.41
H: 0.50736 0.81867 -2.22050  0.35
O: -0.55931 0.43287 1.76423  -0.83
O: -1.39070 -1.31846 -0.15588  -0.79
H: 1.58863 0.17455 -1.22770  0.42
H: -0.67079 1.15035 1.06376  0.47
O: 1.26104 1.09079 -1.59388  -0.78
H: 2.00185 -2.26488 -0.64634  0.28
O: 1.69506 -0.97044 2.27607  -0.78
H: -2.42875 0.85221 -2.40054  0.31
H: 1.77732 -1.10573 0.50004  0.45
H: -1.21723 0.60160 2.45279  0.28
O: 1.47850 -1.45165 -0.36040  -0.76
O: -0.60006 2.24827 -0.04195  -0.84
O: -1.48504 0.61874 -1.90453  -0.80
H: 1.28446 -1.86630 2.56946  0.35
H: -1.35979 -0.59952 0.57052  0.47
H: 0.90950 -0.37237 2.24666  0.43

Its orbital gap is 11.058 eV. As for the structure (SMILES): O.O.O.O.O.O.O. As for the spin multiplicity: 1.

Verdict on stability: 1 comes out at the bottom.